Record 1
# C42H105N7O14

A 7-piece molecular cluster, C42H105N7O14 overall (wB97M-V/def2-TZVPD, the OMol25 dataset).

Structure (XYZ):
```
168
Properties=species:S:1:pos:R:3:lowdin_charge:R:1
C 0.61018 -0.69007 5.17110 -0.046
O 0.08827 -1.68319 4.17813 -0.223
C -1.19437 -1.36795 3.50491 -0.179
C -1.54332 -2.04433 2.16889 -0.222
N -0.44811 -1.81292 1.25542 -0.076
C -0.44887 -2.59190 0.00540 -0.210
C 0.69597 -2.28030 -0.89591 -0.183
O 0.42974 -1.11355 -1.75820 -0.204
C 1.56408 -0.66360 -2.58025 -0.082
H 1.51897 -0.33197 4.68740 0.080
H 0.74639 -1.16019 6.14502 0.076
H -0.04567 0.18041 5.18643 0.067
H -1.16413 -0.29411 3.32038 0.109
H -2.03071 -1.53614 4.18340 0.112
H -2.45990 -1.60887 1.77094 0.110
H -1.77870 -3.10620 2.24056 0.108
H 0.40262 -1.88370 1.79518 0.102
H -1.36517 -2.22369 -0.45602 0.109
H -0.48810 -3.64347 0.28957 0.119
H 0.61494 -3.18694 -1.49552 0.104
H 1.65652 -2.29840 -0.38103 0.127
H 2.42728 -0.57480 -1.92063 0.067
H 1.38567 0.29262 -3.07210 0.072
H 1.99706 -1.39296 -3.26485 0.079
C -1.64569 0.75884 8.34428 -0.037
O -1.83248 -0.67309 8.12220 -0.247
C -2.16951 -1.45158 9.22428 -0.214
C -0.88850 -2.35677 9.56744 -0.184
N 0.40631 -1.65958 9.83539 -0.055
C 0.48263 -0.98899 11.19580 -0.170
C -0.09538 -1.87577 12.34208 -0.191
O 0.35473 -1.54937 13.70706 -0.189
C 1.73000 -2.02340 14.04587 -0.082
H -2.61234 1.24004 8.49305 0.089
H -1.11921 1.02020 7.42634 0.082
H -1.03955 0.68844 9.24746 0.064
H -3.12126 -1.90898 8.95399 0.119
H -2.35583 -0.85330 10.11616 0.104
H -0.65847 -2.98023 8.70345 0.106
H -1.07501 -3.06362 10.37595 0.091
H 0.42895 -1.06086 9.02230 0.074
H -0.18901 -0.14058 11.06463 0.084
H 1.49457 -0.67993 11.45762 0.107
H 0.39256 -2.82752 12.13187 0.107
H -1.15877 -2.02520 12.15506 0.106
H 2.56690 -1.77225 13.39425 0.071
H 1.94362 -3.08122 14.19913 0.078
H 1.92647 -1.43604 14.94281 0.083
C -3.64798 9.17686 -1.14691 -0.120
O -2.53050 8.80704 -0.35439 -0.191
C -2.17583 7.38991 -0.28362 -0.198
C -0.68210 7.22801 -0.04525 -0.230
N -0.33730 5.84850 -0.35579 -0.053
C 1.00639 5.37822 0.13897 -0.193
C 1.44352 4.02004 -0.25869 -0.255
O 0.59043 3.03902 0.25702 -0.173
C 0.69136 1.76556 -0.28730 -0.117
H -3.56850 10.25914 -1.24920 0.082
H -4.61369 8.91103 -0.71700 0.085
H -3.53827 8.94024 -2.20525 0.080
H -2.29101 6.87991 -1.24004 0.109
H -2.73992 6.79444 0.43424 0.122
H -0.57877 7.38591 1.02829 0.107
H -0.02133 7.99369 -0.45172 0.117
H -1.00202 5.12836 -0.11155 0.105
H 1.04299 5.47271 1.22425 0.113
H 1.77871 6.08314 -0.16876 0.116
H 2.48122 3.74560 -0.06903 0.124
H 1.48640 3.99417 -1.34754 0.114
H 1.70684 1.40273 -0.12840 0.083
H 0.54462 1.71823 -1.36634 0.078
H 0.11722 1.03860 0.28715 0.085
C -5.81462 -8.56660 -2.91814 -0.077
O -4.32978 -8.58360 -2.85782 -0.217
C -3.75439 -8.16903 -1.55290 -0.192
C -3.53347 -6.64337 -1.49702 -0.181
N -2.46794 -6.28724 -2.52149 -0.070
C -2.28802 -4.85515 -2.77135 -0.182
C -1.23267 -4.44442 -3.90352 -0.168
O -1.53736 -4.97679 -5.22269 -0.167
C -2.49855 -4.14080 -5.81700 -0.131
H -6.07671 -8.24732 -3.92683 0.081
H -6.32718 -8.07106 -2.09362 0.075
H -6.07204 -9.61764 -2.78719 0.072
H -2.78505 -8.66750 -1.54973 0.109
H -4.30396 -8.54832 -0.69139 0.110
H -3.25445 -6.40994 -0.46952 0.103
H -4.42298 -6.13175 -1.86460 0.109
H -1.63575 -6.84661 -2.40040 0.103
H -2.04186 -4.49458 -1.77260 0.095
H -3.21026 -4.41005 -3.14480 0.092
H -0.24798 -4.77482 -3.57288 0.105
H -1.06934 -3.36887 -3.97151 0.096
H -1.93559 -3.37089 -6.34466 0.079
H -3.07537 -3.54230 -5.11190 0.068
H -3.11092 -4.54186 -6.62462 0.090
C -5.88767 -3.00317 2.72641 -0.129
O -6.92284 -3.83855 2.26792 -0.182
C -6.95064 -4.00420 0.87446 -0.191
C -7.32513 -2.62717 0.11447 -0.147
N -6.15095 -1.72543 -0.10564 -0.085
C -5.36884 -2.27875 -1.16131 -0.233
C -4.25584 -1.26562 -1.57118 -0.171
O -3.62756 -1.82729 -2.72204 -0.209
C -2.80328 -0.88969 -3.43929 -0.102
H -4.90540 -3.23918 2.31708 0.081
H -5.79046 -2.79926 3.79274 0.085
H -6.07444 -1.95627 2.48720 0.070
H -7.73800 -4.73488 0.68935 0.119
H -5.98469 -4.37398 0.53051 0.097
H -7.99388 -2.09404 0.79023 0.116
H -7.73631 -2.95856 -0.83905 0.099
H -6.44778 -0.80926 -0.40997 0.102
H -5.92453 -2.66414 -2.01616 0.119
H -4.94426 -3.14259 -0.64981 0.099
H -3.46644 -1.35186 -0.82452 0.108
H -4.68848 -0.28426 -1.76576 0.125
H -3.29178 -0.01760 -3.87394 0.079
H -2.30361 -1.37082 -4.28009 0.070
H -2.05950 -0.33481 -2.86746 0.075
C 7.52087 3.01034 -0.31960 -0.094
O 8.58851 2.35619 -1.02094 -0.206
C 8.85694 2.98918 -2.27384 -0.183
C 9.36895 1.77602 -3.13399 -0.229
N 8.52868 0.64515 -3.13002 -0.104
C 8.97730 -0.55260 -3.85443 -0.192
C 7.82784 -1.56079 -3.90488 -0.199
O 7.14758 -1.65449 -2.61325 -0.203
C 5.78220 -1.82902 -2.81537 -0.122
H 6.52346 2.86385 -0.73410 0.083
H 7.80821 4.06112 -0.35679 0.083
H 7.45325 2.63648 0.70205 0.084
H 9.67098 3.71405 -2.27692 0.112
H 7.99432 3.49147 -2.71167 0.116
H 10.30772 1.29614 -2.85734 0.114
H 9.42464 2.12780 -4.16416 0.115
H 8.45441 0.33291 -2.17237 0.103
H 9.81283 -0.87440 -3.23280 0.113
H 9.32347 -0.38368 -4.87411 0.121
H 8.20731 -2.53396 -4.21640 0.116
H 7.27166 -1.28162 -4.79977 0.114
H 5.14192 -1.78173 -1.93451 0.084
H 5.92322 -2.84005 -3.19750 0.091
H 5.48403 -1.11895 -3.58674 0.084
C 0.49431 1.47659 -6.13878 -0.109
O 1.46222 2.47578 -5.84066 -0.231
C 1.98145 3.27411 -6.96121 -0.184
C 3.16629 4.19895 -6.60703 -0.177
N 2.81091 5.59035 -6.11748 -0.046
C 2.15143 5.59623 -4.74846 -0.171
C 0.63376 6.09932 -4.81448 -0.171
O 0.71075 7.54184 -4.90057 -0.208
C 0.63218 8.12595 -3.59014 -0.112
H -0.36566 1.84924 -6.69527 0.080
H 0.14159 1.08727 -5.18374 0.075
H 0.96525 0.74642 -6.79693 0.084
H 1.12996 3.72611 -7.46988 0.116
H 2.34260 2.57438 -7.71490 0.106
H 3.83259 4.26523 -7.46711 0.108
H 3.75293 3.66633 -5.85852 0.108
H 3.55980 6.26442 -6.18745 0.091
H 2.75027 6.04287 -3.95473 0.102
H 2.02977 4.59898 -4.32564 0.087
H 0.01977 5.77515 -3.97422 0.107
H 0.25668 5.73643 -5.77063 0.108
H 0.84798 9.18490 -3.73212 0.085
H 1.25899 7.64382 -2.83997 0.075
H -0.39696 8.18816 -3.23644 0.074
```

## Properties
* energy above the lowest of the compared OMol25 structures with the same formula, charge and spin: 170.5 kcal per mole
* HOMO: -0.302 Ha
* molecular weight: 932.34 Da
* orbital gap: 8.61 eV
* SMILES string: COCCNCCOC.COCCNCCOC.COCCNCCOC.COCCNCCOC.COCCNCCOC.COCCNCCOC.COCCNCCOC
* net charge: 0

***

Record 2
# C42H105N7O14

A 7-piece molecular cluster, C42H105N7O14 overall (wB97M-V/def2-TZVPD, the OMol25 dataset).

Structure (XYZ):
```
168
Properties=species:S:1:pos:R:3:lowdin_charge:R:1
C 3.84690 0.75453 1.08002 -0.110
O 3.99991 -0.51712 0.45878 -0.221
C 3.31242 -1.56950 1.12384 -0.189
C 1.72259 -1.71269 0.74571 -0.181
N 0.88110 -1.27971 1.83137 -0.068
C 0.29699 -2.50144 2.54378 -0.151
C -0.86807 -3.13846 1.71776 -0.197
O -1.88983 -2.16192 1.40423 -0.182
C -3.16746 -2.68565 1.62431 -0.112
H 4.32400 1.54414 0.49951 0.075
H 4.31043 0.68345 2.06398 0.077
H 2.77020 0.92357 1.09580 0.082
H 3.68474 -1.76458 2.12954 0.113
H 3.78018 -2.37042 0.55128 0.101
H 1.53287 -2.72175 0.37979 0.096
H 1.59882 -0.96507 -0.03777 0.114
H 0.09137 -0.71148 1.56018 0.087
H -0.07908 -2.07813 3.47517 0.107
H 1.08760 -3.15305 2.91585 0.094
H -1.07917 -4.01498 2.33033 0.099
H -0.42780 -3.69998 0.89377 0.102
H -3.51784 -2.46647 2.63292 0.095
H -3.31859 -3.71347 1.29435 0.084
H -3.76061 -2.08628 0.93364 0.074
C 2.96387 5.26155 0.94189 -0.108
O 2.41055 5.76887 -0.26091 -0.158
C 3.32927 5.79827 -1.35405 -0.252
C 3.04586 6.89702 -2.34501 -0.200
N 3.88342 6.91206 -3.58907 -0.045
C 3.59731 8.14330 -4.32913 -0.237
C 4.03510 8.10285 -5.80684 -0.178
O 3.18729 7.07872 -6.37027 -0.199
C 2.83502 7.36136 -7.66843 -0.143
H 2.22756 5.51790 1.70362 0.089
H 3.81935 5.74866 1.40984 0.059
H 3.07126 4.17686 0.94140 0.085
H 3.23136 4.84473 -1.87297 0.122
H 4.38443 5.71296 -1.09433 0.101
H 3.03738 7.80465 -1.74149 0.121
H 1.98847 6.69137 -2.51155 0.122
H 3.80285 6.14535 -4.24158 0.103
H 4.17938 8.90939 -3.81689 0.109
H 2.54537 8.41447 -4.23975 0.116
H 5.07864 7.78847 -5.79003 0.122
H 3.82911 9.09547 -6.20730 0.120
H 2.22939 6.52325 -8.01322 0.095
H 3.69047 7.27328 -8.33817 0.086
H 2.41028 8.35830 -7.78598 0.092
C 6.72642 3.15151 2.25134 -0.030
O 6.36680 4.46741 1.71196 -0.177
C 7.45038 5.32894 1.50711 -0.267
C 6.95201 6.62046 1.08242 -0.085
N 7.82889 7.78346 1.45855 0.230
C 9.34768 7.80298 1.32135 -0.080
C 9.77580 7.56480 -0.08052 -0.228
O 11.20502 7.79385 -0.26091 -0.159
C 11.64725 7.15762 -1.50911 -0.055
H 7.17617 3.16894 3.24408 0.092
H 7.44595 2.65437 1.60078 0.096
H 5.80058 2.58923 2.37282 0.076
H 8.20364 4.81382 0.91100 0.137
H 7.96101 5.43136 2.46464 0.132
H 5.98961 6.85100 1.53929 0.142
H 6.87090 6.64789 -0.00422 0.159
H 7.37504 8.57361 1.89419 0.170
H 9.73762 7.01656 1.96756 0.147
H 9.79694 8.74139 1.64640 0.147
H 9.10390 8.19416 -0.66410 0.133
H 9.53444 6.56240 -0.43412 0.116
H 11.12747 7.58085 -2.36864 0.095
H 11.39632 6.09747 -1.54383 0.081
H 12.73642 7.15015 -1.46720 0.100
C -8.47644 2.10553 6.84114 -0.130
O -7.17910 2.38828 6.41793 -0.172
C -6.46758 3.24947 7.33034 -0.220
C -5.19207 3.70139 6.76040 -0.275
N -4.36625 2.61957 6.27566 -0.053
C -3.22706 3.20338 5.50498 -0.188
C -2.72875 2.26731 4.39433 -0.238
O -3.83787 2.08536 3.56016 -0.196
C -3.51390 1.32753 2.31912 -0.045
H -8.75544 1.06318 6.68696 0.085
H -9.05810 2.72588 6.15929 0.088
H -8.79400 2.34467 7.85606 0.086
H -6.15570 2.70648 8.22253 0.126
H -7.01691 4.13566 7.64816 0.126
H -4.53058 4.29026 7.39582 0.126
H -5.40942 4.40633 5.95795 0.114
H -4.99530 2.28739 5.55867 0.085
H -2.58292 3.52247 6.32435 0.117
H -3.66492 4.09110 5.04853 0.102
H -2.50111 1.31349 4.87025 0.121
H -1.86319 2.68893 3.88332 0.118
H -2.77920 1.80390 1.66998 0.079
H -4.41740 1.15305 1.73488 0.084
H -3.03692 0.37350 2.54364 0.067
C -6.23766 -3.25749 -1.31202 -0.112
O -4.92270 -2.77120 -1.46901 -0.228
C -4.68344 -1.37077 -1.89913 -0.158
C -4.70956 -0.90639 -3.36993 -0.156
N -3.39762 -1.11748 -4.14788 -0.052
C -3.53433 -1.34295 -5.61802 -0.193
C -2.17952 -0.85729 -6.16325 -0.238
O -1.75446 -1.51760 -7.36159 -0.195
C -0.70701 -0.70062 -8.00272 -0.095
H -6.15600 -3.82529 -0.38518 0.078
H -6.43819 -4.03436 -2.04984 0.073
H -7.04816 -2.53010 -1.26627 0.091
H -3.61865 -1.44183 -1.67715 0.097
H -5.09678 -0.56834 -1.28810 0.114
H -4.95343 0.14658 -3.51093 0.105
H -5.46779 -1.46639 -3.91728 0.102
H -2.78831 -1.78274 -3.69370 0.021
H -4.32453 -0.79082 -6.12678 0.108
H -3.79661 -2.34138 -5.96795 0.104
H -1.40980 -1.18221 -5.46321 0.109
H -2.16930 0.23040 -6.23333 0.117
H -1.08495 0.05422 -8.69226 0.083
H -0.02888 -1.40299 -8.48741 0.077
H 0.01060 -0.25836 -7.31168 0.075
C -4.46016 -6.90652 2.35305 -0.127
O -3.61551 -5.85137 2.74072 -0.226
C -2.96444 -6.01389 4.05783 -0.172
C -2.09429 -7.27848 4.25166 -0.183
N -0.70112 -7.06802 3.81081 -0.025
C -0.11157 -6.15342 4.76559 -0.239
C 1.37087 -5.89017 4.51421 -0.232
O 1.50239 -5.43016 3.19156 -0.222
C 2.89210 -5.49297 2.75191 -0.071
H -4.70884 -7.64446 3.11575 0.087
H -3.94155 -7.40962 1.53694 0.080
H -5.34452 -6.48087 1.87890 0.083
H -3.76170 -5.77978 4.76329 0.118
H -2.46493 -5.06129 4.23431 0.092
H -2.63005 -8.09900 3.77436 0.102
H -2.25682 -7.63249 5.26968 0.119
H -0.63995 -6.57702 2.93031 0.101
H -0.08554 -6.65394 5.73353 0.124
H -0.63247 -5.19999 4.85358 0.103
H 1.87572 -6.85620 4.51149 0.121
H 1.74658 -5.24995 5.31237 0.125
H 3.34126 -6.46555 2.55078 0.090
H 3.49756 -4.85584 3.39656 0.087
H 2.87990 -4.99290 1.78347 0.074
C -5.02164 -9.11157 -5.91140 -0.096
O -4.88744 -8.18254 -4.84168 -0.215
C -4.27298 -8.48203 -3.59102 -0.220
C -4.15201 -7.13406 -2.94250 -0.239
N -3.00168 -6.42282 -3.43347 -0.053
C -2.91977 -5.13807 -2.77195 -0.200
C -2.02035 -4.29833 -3.67900 -0.169
O -1.80970 -2.95306 -3.23499 -0.268
C -1.03182 -2.85056 -2.01660 -0.052
H -5.74056 -8.70984 -6.62545 0.088
H -5.32000 -10.10769 -5.58455 0.079
H -4.04751 -9.28671 -6.36801 0.080
H -3.33219 -9.01824 -3.71548 0.127
H -4.95956 -9.07995 -2.99169 0.118
H -4.00630 -7.43625 -1.90542 0.119
H -5.13265 -6.68093 -3.08787 0.125
H -3.05613 -6.35975 -4.44002 0.113
H -2.54280 -5.33232 -1.76783 0.122
H -3.85507 -4.58248 -2.70374 0.106
H -2.33684 -4.14578 -4.71083 0.131
H -1.02641 -4.74450 -3.64571 0.122
H -1.51965 -3.37000 -1.19180 0.067
H -1.13423 -1.78248 -1.82470 0.098
H -0.02012 -3.23147 -2.15610 0.093
```

## Properties
* multiplicity: 2
* energy above the lowest of the compared OMol25 structures with the same formula, charge and spin: 56.2 kcal per mole
* HOMO (spin up / spin down): -0.329 / -0.329 Ha
* molecular weight: 932.34 Da
* orbital gap (spin up / spin down): 5.94 / 1.43 eV
* net charge: +1
* ⟨S²⟩: 0.75